{
  "formula": "C16H16IrN6O5",
  "method": "the ωB97M-V functional and the def2-TZVPD basis",
  "elements": ["Ir", "O", "C", "O", "C", "C", "C", "C", "C", "N", "C", "O", "O", "H", "H", "H", "H", "N", "C", "N", "C", "N", "C", "O", "C", "C", "H", "H", "H", "H", "H", "H", "C", "C", "N", "C", "C", "N", "H", "H", "H", "H", "H", "H"],
  "xyz": [[0.390, 0.138, 0.070], [2.366, -2.175, -2.984], [1.527, -1.587, -2.115], [1.993, -0.734, -1.282], [0.168, -1.911, -2.138], [-0.471, -2.864, -2.972], [-1.799, -3.118, -2.800], [-2.525, -2.442, -1.789], [-1.867, -1.516, -1.024], [-0.572, -1.230, -1.201], [-2.538, -0.751, 0.094], [-3.713, -0.894, 0.347], [-1.726, 0.053, 0.719], [3.255, -1.852, -2.784], [0.114, -3.377, -3.721], [-2.295, -3.846, -3.426], [-3.570, -2.627, -1.592], [0.405, -2.003, 5.690], [0.263, -2.351, 4.596], [0.081, -2.787, 3.357], [0.393, -2.021, 2.401], [0.681, -1.342, 1.487], [-2.529, 2.095, -1.150], [-1.280, 1.900, -1.826], [-0.155, 1.728, -1.118], [1.025, 2.102, -1.992], [-2.366, 2.377, -0.113], [-3.133, 1.191, -1.196], [-3.040, 2.893, -1.686], [0.804, 1.828, -3.028], [1.960, 1.614, -1.720], [1.170, 3.186, -1.950], [-0.230, 0.953, 3.494], [0.847, 1.646, 2.741], [1.194, 1.501, 1.469], [2.244, 2.367, 1.221], [2.534, 3.039, 2.358], [1.641, 2.577, 3.298], [-0.981, 0.555, 2.814], [-0.709, 1.654, 4.177], [0.182, 0.138, 4.092], [2.708, 2.437, 0.255], [3.275, 3.785, 2.577], [1.577, 2.870, 4.258]],
  "orbital_gap_ev": [6.4, 6.4],
  "homo_ev": [-6.32, -9.16],
  "mol_weight_g_mol": 564.6,
  "spin_multiplicity": 6,
  "e_lumo_ha": [0.0047, -0.1002],
  "e_tot_ha": -1428.2132
}